{"formula": "C4H8IN3", "method": "ωB97M-V/def2-TZVPD", "e_above_lowest_kj_mol": 22.93, "e_lumo_ev": -10.04, "total_charge": 2, "total_energy_ev": -16829.3293, "smiles": "CN1C=[NH+]C=[NH+][C@H]1I", "symbols": ["H", "N", "C", "H", "H", "H", "H", "C", "H", "C", "N", "H", "H", "N", "C", "I"], "coordinates": [[0.80381, -1.88207, 1.84449], [0.57199, -1.25645, 1.04871], [0.81466, 0.12056, 0.95720], [-0.40255, -1.86257, -1.96540], [-0.20991, 2.67137, 0.70175], [-1.02821, 0.32050, -1.89308], [-0.98733, 2.58871, -0.89245], [0.22753, -1.99660, 0.02957], [0.33111, -3.03907, 0.14024], [-0.48787, -0.09096, -1.13361], [-0.23986, -1.41550, -1.07032], [-1.83188, 2.04919, 0.36946], [0.61013, 0.53641, 1.85722], [-0.28291, 0.71695, -0.15519], [-0.77146, 2.10137, 0.00975], [2.88271, 0.43817, 0.15168]], "forces_ev_per_angstrom": [[0.1688, 1.3989, 0.1022], [-0.5168, -3.2294, -0.4570], [0.1728, 0.8919, -4.4045], [0.0723, -0.9117, 0.2486], [0.9005, 0.3583, 0.4138], [-1.4160, 0.4966, -2.6089], [0.7364, 0.6372, -1.7536], [0.0913, 1.3233, 0.4635], [-0.2611, -1.2600, -0.2864], [-0.0761, 1.4740, 2.9785], [0.5678, 0.0783, -1.2674], [0.8898, -0.3299, 0.4310], [-0.3310, 1.8597, 2.5909], [2.9560, -1.5758, 2.1022], [-2.5386, -1.2878, 0.7610], [-1.4160, 0.0764, 0.6859]]}